Computed, not measured: C24H48AsF7O24Tl as an isolated structure, with ωB97M-V/def2-TZVPD.

Net charge: +1
HOMO in eV: -12.32
Relative energy (zero: lowest compared OMol25 entry of this formula, charge and spin) in kcal per mole: 66.4

Each line ends with the Mulliken charge.
Geometry (Å):
Tl: -16.403 5.746 -17.674  0.9455
As: -15.068 5.637 -13.141  2.0567
F: -16.610 6.363 -12.556  -0.4520
F: -14.360 5.837 -11.504  -0.3872
F: -13.559 4.904 -13.630  -0.5084
F: -15.714 5.436 -14.835  -0.5031
F: -14.587 7.315 -13.658  -0.5012
F: -15.786 4.099 -12.590  -0.3894
F: -13.893 4.423 -16.957  -0.3820
C: -18.511 8.870 -5.864  -0.7028
O: -18.593 8.822 -7.265  -0.3649
C: -19.004 7.700 -7.938  0.9005
O: -19.672 6.761 -7.414  -0.5834
O: -18.748 7.857 -9.250  -0.3506
C: -19.164 6.842 -10.202  -0.3367
H: -19.415 8.547 -5.347  0.3268
H: -18.435 9.925 -5.601  0.3089
H: -17.579 8.480 -5.456  0.2658
H: -18.719 7.069 -11.171  0.1895
H: -20.211 6.894 -10.500  0.4017
H: -18.773 5.872 -9.895  -0.0145
C: -19.380 1.444 -15.829  -0.6623
O: -18.204 1.285 -15.124  -0.3120
C: -17.146 2.149 -15.267  0.7550
O: -17.123 3.181 -15.906  -0.4088
O: -16.166 1.566 -14.556  -0.2491
C: -14.867 2.150 -14.528  -0.2752
H: -19.150 1.604 -16.882  0.3142
H: -19.871 2.371 -15.532  0.3067
H: -20.081 0.610 -15.794  0.2571
H: -14.759 3.201 -14.796  0.0620
H: -14.275 1.482 -15.154  0.3763
H: -14.501 1.995 -13.513  0.1172
C: -11.244 -0.185 -12.140  -0.6914
O: -11.552 0.875 -11.230  -0.3354
C: -11.466 2.133 -11.599  0.9287
O: -11.096 2.447 -12.718  -0.4851
O: -11.752 2.921 -10.562  -0.3233
C: -11.732 4.316 -10.773  -0.3950
H: -10.476 0.011 -12.889  0.3181
H: -12.115 -0.361 -12.771  0.2861
H: -10.873 -1.070 -11.623  0.2752
H: -12.534 4.749 -10.176  0.0060
H: -11.858 4.683 -11.792  0.2663
H: -10.781 4.730 -10.439  0.4623
C: -18.316 4.858 -4.666  -0.6735
O: -17.420 5.412 -5.663  -0.2136
C: -16.911 4.603 -6.568  0.7902
O: -17.075 3.352 -6.763  -0.6047
O: -16.075 5.410 -7.310  -0.2210
C: -15.282 4.962 -8.397  -0.6991
H: -18.476 5.638 -3.921  0.2658
H: -17.837 4.088 -4.061  0.3729
H: -19.279 4.509 -5.041  0.2072
H: -14.804 4.034 -8.084  0.5457
H: -14.467 5.642 -8.644  0.0228
H: -15.898 4.765 -9.274  0.2984
C: -20.296 3.530 -7.899  -0.3341
O: -20.852 2.867 -9.024  -0.3061
C: -20.377 2.923 -10.254  0.7660
O: -20.975 2.342 -11.176  -0.5580
O: -19.213 3.581 -10.352  -0.1846
C: -18.445 3.482 -11.502  -0.7814
H: -19.568 2.821 -7.505  0.3275
H: -20.985 3.751 -7.084  0.3101
H: -19.685 4.410 -8.102  0.0432
H: -17.452 3.088 -11.287  0.2031
H: -18.277 4.506 -11.834  0.1730
H: -18.964 2.905 -12.268  0.4773
C: -13.214 10.923 -13.258  -0.5500
O: -11.867 10.718 -13.569  -0.2495
C: -11.338 10.656 -14.823  0.7370
O: -11.899 10.871 -15.921  -0.5634
O: -10.023 10.687 -14.598  -0.2111
C: -9.153 10.891 -15.752  -0.7526
H: -13.633 11.547 -14.048  0.4340
H: -13.354 11.458 -12.319  0.2355
H: -13.762 9.989 -13.129  0.0749
H: -8.134 11.226 -15.555  0.2748
H: -9.520 11.667 -16.423  0.3567
H: -9.206 10.008 -16.388  0.2992
C: -7.276 7.036 -14.398  -0.6921
O: -8.294 7.780 -13.767  -0.2361
C: -9.303 7.190 -13.019  0.6729
O: -9.287 6.025 -12.639  -0.4933
O: -10.202 8.081 -12.805  0.0135
C: -11.441 7.765 -12.143  -0.6455
H: -6.457 6.781 -13.726  0.2989
H: -6.852 7.779 -15.073  0.2466
H: -7.713 6.152 -14.865  0.3381
H: -12.053 7.080 -12.730  0.5813
H: -12.032 8.679 -12.071  -0.2571
H: -11.401 7.282 -11.167  0.3377
C: -11.186 10.134 -9.662  -0.4731
O: -12.540 10.222 -9.548  -0.3740
C: -13.224 9.106 -9.305  0.8479
O: -12.767 8.013 -8.907  -0.5956
O: -14.536 9.291 -9.588  -0.4001
C: -15.486 8.239 -9.409  0.0219
H: -10.773 9.627 -10.534  0.0783
H: -10.689 9.913 -8.718  0.3874
H: -10.785 11.147 -9.687  0.2918
H: -16.366 8.498 -9.997  0.1651
H: -15.682 8.137 -8.341  0.3240
H: -15.084 7.303 -9.797  -0.2637